No. 1
This record from the Open Molecules 2025 dataset describes 11 unconnected molecules or ions with the total composition H22O11. The level of theory is ωB97M-V with the def2-TZVPD basis set.

Last columns: bonded neighbours and bond lengths (Å).
Atoms and positions in Å:
1 O -0.06963 -0.57388 -0.40268  H2 0.964, H3 0.964
2 H -1.03171 -0.52725 -0.36788  O1 0.964
3 H 0.16577 -1.12671 0.35095  O1 0.964
4 O 4.43107 -1.59048 0.78988  H5 0.964, H6 0.964
5 H 5.20695 -1.38025 0.25810  O4 0.964
6 H 3.74231 -1.76861 0.13960  O4 0.964
7 O 4.27339 -1.84019 2.61681  H8 0.964, H9 0.964
8 H 4.73304 -1.00017 2.50687  O7 0.964
9 H 3.43839 -1.71313 2.15246  O7 0.964
10 O -4.19241 -3.66696 -0.79523  H11 0.964, H12 0.964
11 H -4.28147 -2.71150 -0.88551  O10 0.964
12 H -3.66508 -3.92655 -1.55912  O10 0.964
13 O 4.80701 0.74270 -1.20536  H14 0.964, H15 0.964
14 H 5.47351 0.07460 -1.40134  O13 0.964
15 H 3.97531 0.32465 -1.45536  O13 0.964
16 O -5.63657 -0.93239 0.20899  H17 0.964, H18 0.964
17 H -4.90589 -0.55123 0.70880  O16 0.964
18 H -5.23359 -1.20829 -0.62196  O16 0.964
19 O -0.36418 1.25774 0.31840  H20 0.964, H21 0.964
20 H 0.47125 1.60434 -0.01463  O19 0.964
21 H -0.40878 1.58363 1.22438  O19 0.964
22 O -3.61940 1.97187 2.36514  H23 0.964, H24 0.964
23 H -3.22099 1.09433 2.37881  O22 0.964
24 H -4.04446 2.04989 3.22666  O22 0.964
25 O 1.60058 -1.13787 -1.84046  H26 0.964, H27 0.964
26 H 1.94100 -1.84136 -2.40456  O25 0.964
27 H 0.64768 -1.16332 -1.98307  O25 0.964
28 O 1.34196 4.26858 -0.62102  H29 0.964, H30 0.964
29 H 0.72886 3.76023 -1.16386  O28 0.964
30 H 0.87047 4.39430 0.21017  O28 0.964
31 O -2.25467 2.21506 -0.92234  H32 0.964, H33 0.964
32 H -2.82879 1.77581 -1.55986  O31 0.964
33 H -2.09093 1.54236 -0.25177  O31 0.964

As for the structure (SMILES): O.O.O.O.O.O.O.O.O.O.O.

---

No. 2
This record from the Open Molecules 2025 dataset describes 11 unconnected molecules or ions with the total composition H22O11. The level of theory is ωB97M-V with the def2-TZVPD basis set.

Last columns: bonded neighbours and bond lengths (Å).
Atoms and positions in Å:
1 O -0.55603 0.13332 -0.00251  H2 0.964, H3 0.964
2 H -0.24150 -0.62152 0.50768  O1 0.964
3 H -0.54278 0.86346 0.62655  O1 0.964
4 O 1.98179 -1.51872 2.24091  H5 0.964, H6 0.964
5 H 2.60725 -0.82643 1.99897  O4 0.964
6 H 1.59095 -1.78554 1.40124  O4 0.964
7 O -1.37132 -0.46809 1.78303  H8 0.964, H9 0.964
8 H -0.96160 -1.15363 2.32263  O7 0.964
9 H -2.22301 -0.31367 2.20701  O7 0.964
10 O -2.62538 3.40893 -1.00114  H11 0.964, H12 0.964
11 H -3.04985 4.04626 -1.58648  O10 0.964
12 H -2.53235 3.88249 -0.16683  O10 0.964
13 O -0.71404 -0.68584 -4.05561  H14 0.964, H15 0.964
14 H -1.54233 -0.43532 -4.48005  O13 0.964
15 H -0.20050 -1.09024 -4.76393  O13 0.964
16 O 0.32364 -3.82902 -1.93503  H17 0.964, H18 0.964
17 H 0.01646 -2.91865 -1.85852  O16 0.964
18 H 0.01240 -4.25032 -1.12594  O16 0.964
19 O -2.39175 4.08821 3.08283  H20 0.964, H21 0.964
20 H -3.11018 4.56821 2.65567  O19 0.964
21 H -2.76992 3.79624 3.91992  O19 0.964
22 O 2.41194 -1.40949 -2.55217  H23 0.964, H24 0.964
23 H 2.98546 -0.64229 -2.44501  O22 0.964
24 H 2.87747 -1.96314 -3.18915  O22 0.964
25 O 0.45379 0.01895 -1.57147  H26 0.964, H27 0.964
26 H 0.60219 0.66691 -2.26940  O25 0.964
27 H 0.79278 -0.80458 -1.94009  O25 0.964
28 O 3.20175 2.72713 0.48043  H29 0.964, H30 0.964
29 H 3.68494 1.91642 0.28481  O28 0.964
30 H 3.74213 3.42252 0.08875  O28 0.964
31 O -0.80104 -3.00680 3.39162  H32 0.964, H33 0.964
32 H -1.58315 -2.86154 3.93586  O31 0.964
33 H -0.06819 -2.95422 4.01544  O31 0.964

As for the structure (SMILES): O.O.O.O.O.O.O.O.O.O.O.

---

No. 3
This record from the Open Molecules 2025 dataset describes 11 unconnected molecules or ions with the total composition H22O11. The level of theory is ωB97M-V with the def2-TZVPD basis set.

Last columns: bonded neighbours and bond lengths (Å).
Atoms and positions in Å:
1 O -0.65077 1.12219 -0.05032  H2 0.923, H3 0.983
2 H -0.48769 1.99259 -0.31047  O1 0.923
3 H 0.08929 0.50183 -0.23513  O1 0.983
4 O -2.19321 -4.08912 -0.03286  H5 0.989, H6 0.918
5 H -1.76357 -3.44335 -0.64664  O4 0.989
6 H -1.54957 -4.64738 0.30955  O4 0.918
7 O 2.89661 0.86036 0.53810  H8 0.969, H9 0.984
8 H 3.22965 0.54154 -0.31366  O7 0.969
9 H 2.00215 1.18182 0.28342  O7 0.984
10 O 1.66330 5.59169 -0.83838  H11 0.955, H12 0.991
11 H 1.47032 4.98826 -1.55256  O10 0.955
12 H 2.30670 5.03297 -0.33311  O10 0.991
13 O -0.69749 -2.88983 -2.39749  H14 0.946, H15 1.041
14 H -0.29389 -3.74484 -2.37178  O13 0.946
15 H -0.68058 -2.58419 -3.39289  O13 1.041
16 O 0.92853 3.65648 2.20964  H17 1.013, H18 0.948
17 H 0.34932 3.41331 1.41493  O16 1.013
18 H 1.19778 2.92009 2.74210  O16 0.948
19 O -3.13625 -0.75813 2.35017  H20 0.984, H21 0.953
20 H -4.09637 -0.54107 2.35372  O19 0.984
21 H -3.04158 -1.43980 3.00888  O19 0.953
22 O -3.14197 1.34578 0.39557  H23 0.913, H24 0.960
23 H -3.94230 1.12499 0.01590  O22 0.913
24 H -2.65248 0.53060 0.52494  O22 0.960
25 O 3.47754 -0.47552 1.94636  H26 1.022, H27 0.935
26 H 4.49371 -0.55201 1.86294  O25 1.022
27 H 3.32520 -1.25032 2.44695  O25 0.935
28 O 0.83333 -0.01536 -4.31399  H29 0.948, H30 1.020
29 H 1.24657 -0.81847 -4.60324  O28 0.948
30 H 0.37487 -0.35192 -3.46786  O28 1.020
31 O -0.86576 -2.59769 0.72343  H32 0.946, H33 0.979
32 H -0.29769 -2.09594 0.15695  O31 0.946
33 H -0.39370 -2.50958 1.57683  O31 0.979

As for the structure (SMILES): O.O.O.O.O.O.O.O.O.O.O.

---

No. 4
This record from the Open Molecules 2025 dataset describes 11 unconnected molecules or ions with the total composition H22O11. The level of theory is ωB97M-V with the def2-TZVPD basis set.

Last columns: bonded neighbours and bond lengths (Å).
Atoms and positions in Å:
1 O 1.04949 0.89345 -0.58419  H2 0.964, H3 0.964
2 H 0.22752 0.68049 -1.04027  O1 0.964
3 H 0.95996 0.46324 0.27365  O1 0.964
4 O 4.52889 -1.51974 -0.71652  H5 0.964, H6 0.964
5 H 5.32328 -1.80677 -0.25226  O4 0.964
6 H 3.98447 -1.12352 -0.02688  O4 0.964
7 O -0.95072 3.30687 0.03563  H8 0.964, H9 0.964
8 H -0.41059 2.98320 -0.69408  O7 0.964
9 H -0.71477 2.73415 0.77408  O7 0.964
10 O -2.26082 -0.67980 2.43639  H11 0.964, H12 0.964
11 H -1.98034 -0.26909 3.26201  O10 0.964
12 H -1.68935 -1.45139 2.35232  O10 0.964
13 O -1.50252 -3.22402 0.79052  H14 0.964, H15 0.964
14 H -1.51169 -3.76811 -0.00500  O13 0.964
15 H -0.58889 -3.26822 1.09436  O13 0.964
16 O 1.79839 -1.54277 0.87042  H17 0.964, H18 0.964
17 H 2.40499 -2.26591 1.06561  O16 0.964
18 H 2.20445 -0.77619 1.29051  O16 0.964
19 O 4.13165 0.73762 -0.68792  H20 0.964, H21 0.964
20 H 4.94995 0.77766 -1.19562  O19 0.964
21 H 3.55359 1.37358 -1.12426  O19 0.964
22 O -4.80151 1.93645 -0.54238  H23 0.964, H24 0.964
23 H -4.76858 1.42629 -1.35947  O22 0.964
24 H -3.94376 1.77803 -0.13229  O22 0.964
25 O -3.62821 -2.11856 -2.08154  H26 0.964, H27 0.964
26 H -3.99052 -2.42119 -2.92186  O25 0.964
27 H -2.81550 -1.66237 -2.32725  O25 0.964
28 O -0.57403 -0.76549 -0.32425  H29 0.964, H30 0.964
29 H -0.93533 -0.13957 0.31347  O28 0.964
30 H -1.00853 -1.59812 -0.10764  O28 0.964
31 O 0.81939 3.41229 0.54235  H32 0.964, H33 0.964
32 H 1.11739 3.88266 -0.24438  O31 0.964
33 H 1.02226 4.01485 1.26675  O31 0.964

As for the structure (SMILES): O.O.O.O.O.O.O.O.O.O.O.

---

No. 5
This record from the Open Molecules 2025 dataset describes 11 unconnected molecules or ions with the total composition H22O11. The level of theory is ωB97M-V with the def2-TZVPD basis set.

Last columns: bonded neighbours and bond lengths (Å).
Atoms and positions in Å:
1 O 17.73283 -0.70783 -21.44369  H2 0.966, H3 0.961
2 H 17.40994 -0.50970 -20.55511  O1 0.966
3 H 18.50372 -1.26247 -21.29465  O1 0.961
4 O 16.33272 2.97194 -14.06239  H5 0.962, H6 0.967
5 H 16.73201 3.63240 -13.48865  O4 0.962
6 H 17.06023 2.66729 -14.62102  O4 0.967
7 O 19.17715 3.19212 -19.00474  H8 0.961, H9 0.963
8 H 19.24310 2.69531 -19.82435  O7 0.961
9 H 18.24605 3.42546 -18.92888  O7 0.963
10 O 15.25741 4.31850 -19.54724  H11 0.961, H12 0.966
11 H 14.54809 4.34815 -20.19424  O10 0.961
12 H 15.79826 3.55688 -19.79241  O10 0.966
13 O 18.53738 2.84140 -16.16747  H14 0.962, H15 0.964
14 H 19.33378 3.36121 -16.02436  O13 0.962
15 H 18.84203 2.07049 -16.65920  O13 0.964
16 O 15.31736 -0.19416 -15.46770  H17 0.962, H18 0.963
17 H 14.42316 0.11260 -15.28732  O16 0.962
18 H 15.45339 0.00511 -16.39995  O16 0.963
19 O 13.53551 1.74855 -17.63248  H20 0.979, H21 0.960
20 H 14.48778 1.71803 -17.85604  O19 0.979
21 H 13.14014 0.96251 -18.01740  O19 0.960
22 O 16.28526 1.51884 -17.84095  H23 0.968, H24 0.968
23 H 16.73051 1.52438 -18.70001  O22 0.968
24 H 16.76463 2.15243 -17.28859  O22 0.968
25 O 14.22443 4.20625 -15.84618  H26 0.962, H27 0.964
26 H 14.31876 3.35602 -16.28649  O25 0.962
27 H 14.75825 4.12419 -15.04746  O25 0.964
28 O 16.85096 2.15869 -20.66960  H29 0.963, H30 0.965
29 H 17.45495 2.33953 -21.39777  O28 0.963
30 H 16.14842 1.63039 -21.06762  O28 0.965
31 O 16.13663 -1.25952 -18.86917  H32 0.962, H33 0.961
32 H 16.20717 -2.18853 -18.62944  O31 0.962
33 H 15.27257 -0.98875 -18.54598  O31 0.961

As for the structure (SMILES): O.O.O.O.O.O.O.O.O.O.O.

---

No. 6
This record from the Open Molecules 2025 dataset describes 11 unconnected molecules or ions with the total composition H22O11. The level of theory is ωB97M-V with the def2-TZVPD basis set.

Last columns: bonded neighbours and bond lengths (Å).
Atoms and positions in Å:
1 O 3.12240 1.08442 -0.53139  H2 0.970, H3 0.966
2 H 3.08764 0.22864 -0.98652  O1 0.970
3 H 3.66179 1.64596 -1.10326  O1 0.966
4 O -1.81185 0.49135 -3.39536  H5 0.964, H6 0.977
5 H -1.95214 0.32562 -2.45588  O4 0.964
6 H -0.90858 0.86074 -3.45137  O4 0.977
7 O 1.67565 -1.40314 -1.32269  H8 0.977, H9 0.962
8 H 0.83210 -0.94828 -1.13032  O7 0.977
9 H 1.99996 -1.67826 -0.46009  O7 0.962
10 O -4.15452 1.00105 1.57699  H11 0.966, H12 0.965
11 H -3.30222 1.41903 1.75846  O10 0.966
12 H -4.49619 0.74256 2.44135  O10 0.965
13 O 2.26884 -0.44089 2.24986  H14 0.966, H15 0.964
14 H 2.53483 -0.57974 3.16780  O13 0.966
15 H 2.74341 -1.11675 1.75213  O13 0.964
16 O -0.45222 0.34430 -0.38164  H17 0.966, H18 0.966
17 H -1.13849 0.09591 0.25182  O16 0.966
18 H 0.37473 0.26550 0.11086  O16 0.966
19 O 1.02565 0.51804 -3.47806  H20 0.964, H21 0.965
20 H 1.72005 0.96185 -3.97789  O19 0.964
21 H 1.38560 0.41486 -2.58887  O19 0.965
22 O -3.43851 -0.85655 -0.48528  H23 0.977, H24 0.962
23 H -3.72970 -0.30347 0.26559  O22 0.977
24 H -4.23895 -1.01438 -0.99573  O22 0.962
25 O -0.41024 -0.96560 2.63795  H26 0.979, H27 0.963
26 H 0.38775 -0.41376 2.50741  O25 0.979
27 H -0.80392 -0.69052 3.47268  O25 0.963
28 O 1.41128 2.95162 0.70025  H29 0.977, H30 0.962
29 H 1.79563 2.26983 0.11625  O28 0.977
30 H 2.00818 2.98281 1.45385  O28 0.962
31 O -0.06194 -2.85478 0.60235  H32 0.963, H33 0.976
32 H -0.95067 -3.14382 0.36889  O31 0.963
33 H -0.18535 -2.19414 1.30987  O31 0.976

As for the structure (SMILES): O.O.O.O.O.O.O.O.O.O.O.

---

No. 7
This record from the Open Molecules 2025 dataset describes 11 unconnected molecules or ions with the total composition H22O11. The level of theory is ωB97M-V with the def2-TZVPD basis set.

Last columns: bonded neighbours and bond lengths (Å).
Atoms and positions in Å:
1 O 2.70729 0.19635 2.43696  H2 0.957, H3 0.957
2 H 3.06228 0.59376 3.23212  O1 0.957
3 H 2.65656 0.91793 1.81008  O1 0.957
4 O -0.01922 -3.63923 -0.08825  H5 0.957, H6 0.957
5 H -0.32530 -3.01590 0.57052  O4 0.957
6 H 0.93521 -3.60921 -0.02190  O4 0.957
7 O 1.22444 3.00446 -1.73870  H8 0.957, H9 0.957
8 H 1.13947 2.23995 -1.16902  O7 0.957
9 H 2.02761 3.43448 -1.44507  O7 0.957
10 O 1.88856 2.45516 1.08059  H11 0.957, H12 0.957
11 H 2.14308 3.24189 1.56278  O10 0.957
12 H 1.00098 2.63891 0.77290  O10 0.957
13 O 0.08399 0.13258 -0.58541  H14 0.957, H15 0.957
14 H 0.32150 0.00118 0.33249  O13 0.957
15 H -0.68977 -0.41604 -0.71400  O13 0.957
16 O -0.15477 -0.04008 2.63968  H17 0.957, H18 0.957
17 H 0.79986 0.02675 2.61848  O16 0.957
18 H -0.32851 -0.83664 3.14120  O16 0.957
19 O -1.98876 -1.17901 0.78191  H20 0.957, H21 0.957
20 H -2.52034 -1.80498 1.27366  O19 0.957
21 H -2.22688 -0.32548 1.14389  O19 0.957
22 O 0.23073 0.45041 -3.32466  H23 0.957, H24 0.957
23 H 0.29180 0.41734 -2.36999  O22 0.957
24 H 0.76456 1.20504 -3.57330  O22 0.957
25 O 0.15270 -2.46125 -3.04472  H26 0.957, H27 0.957
26 H 0.41682 -2.62696 -2.13973  O25 0.957
27 H 0.17621 -1.50823 -3.13091  O25 0.957
28 O -2.59444 -0.89357 -2.26850  H29 0.957, H30 0.957
29 H -2.84021 -1.79765 -2.46463  O28 0.957
30 H -2.34296 -0.90818 -1.34503  O28 0.957
31 O -2.36267 1.23322 1.97981  H32 0.957, H33 0.957
32 H -2.07187 2.14469 1.94981  O31 0.957
33 H -1.55795 0.72832 2.09696  O31 0.957

As for the structure (SMILES): O.O.O.O.O.O.O.O.O.O.O.

---

The records above give, respectively, max |F| values of 8.150; 5.893; 4.620; 9.984; 0.387; 0.891; 1.205 eV/Å.
The records above give, respectively, ΔE to the lowest compared entry with this formula, charge and spin values of 175.3; 150.5; 133.9; 143.7; 34.1; 34.6; 33.7 kcal/mol.
The records above give, respectively, electronic energy values of -840.6008; -840.6402; -840.6667; -840.6511; -840.8258; -840.8249; -840.8265 Ha.